Version P
The following is a quantum chemistry calculation of 2 unconnected molecules or ions with the total composition C6H9N3O2, from OMol25.

For the orbital gap (spin up / spin down), the calculation gives 0.2718 / 0.2718 Eh. As for the SMILES: Nc1ccccc1N.O=NO. Its lowest unoccupied orbital energy (spin up / spin down) is 0.0 / 0.0 eV.

Positions of all 20 atoms, in Å:
C  -1.3043  1.2846  1.1353
C  -0.9548  1.9608  -0.0289
C  -1.1960  -0.0845  1.1900
C  -0.3007  1.1350  -0.9589
C  -0.9079  -0.8553  0.0636
C  -0.2786  -0.2630  -1.0890
N  -0.8504  -2.1505  0.3349
N  0.4751  -0.7646  -2.0868
N  1.6230  -0.3835  0.5424
O  2.1139  -1.1120  -0.3118
O  2.3938  0.8619  0.6586
H  -1.5524  1.7590  2.1289
H  -0.9706  3.0643  0.0091
H  -1.2325  -0.6262  2.0820
H  0.3472  1.5647  -1.6982
H  2.1278  1.2694  1.6313
H  -1.2012  -2.5384  1.2128
H  -0.3541  -2.8320  -0.2699
H  1.3168  -1.2847  -1.7820
H  0.7058  -0.0050  -2.7635

***

Version Q
The following is a quantum chemistry calculation of a molecular structure, C6H9N3O2, from OMol25.

For the orbital gap, the calculation gives 0.2814 Eh. Its lowest unoccupied orbital energy is -0.4 eV.

Positions of all 20 atoms, in Å:
C  -2.4350  -1.3299  0.2800
C  0.3869  1.0709  0.6137
C  0.1031  -0.7480  -0.9376
C  1.8789  0.7348  0.6669
C  1.6043  -1.0261  -0.8098
C  -1.7130  -0.1482  0.5761
N  -3.0526  -2.2655  0.0395
N  -2.5839  1.1294  -0.5657
N  -0.3539  -0.1349  0.2945
O  -2.2714  2.2306  -0.2672
O  2.3195  0.1561  -0.5361
H  0.0570  1.4502  1.5821
H  0.2233  1.8471  -0.1474
H  -0.0685  -0.0782  -1.7947
H  -0.4404  -1.6803  -1.1013
H  2.4685  1.6426  0.8102
H  2.0629  0.0421  1.5049
H  1.7716  -1.7592  -0.0041
H  2.0028  -1.4191  -1.7470
H  -1.9602  0.2856  1.5427

***

Least stable of them? version P.

***

Version P
The following is a quantum chemistry calculation of a single C6H9N3O2 molecule, from OMol25.

For the orbital gap (spin up / spin down), the calculation gives 0.2660 / 0.2659 Eh. Its lowest unoccupied orbital energy (spin up / spin down) is -0.4 / -0.4 eV.

Positions of all 20 atoms, in Å:
C  1.3202  -0.4507  -2.1165
C  0.5717  -0.9636  0.0402
C  -0.5332  0.8690  -1.5077
C  -1.1937  -1.1231  1.7236
C  0.9100  0.2344  2.1691
C  0.3109  -0.9847  1.4552
N  1.2962  -0.9770  -0.9167
N  0.3887  0.5186  -2.3705
N  -1.3770  1.8782  -2.0425
O  -2.4844  2.0126  -1.5481
O  -0.9312  2.5990  -2.9386
H  2.0100  -0.8000  -2.8556
H  -1.6179  -1.8919  1.0832
H  -1.6980  -0.1841  1.5188
H  -1.3635  -1.3985  2.7594
H  1.9957  0.2172  2.1105
H  0.6101  0.2284  3.2147
H  0.5566  1.1522  1.7087
H  0.8143  -1.8954  1.8136
H  0.4147  0.9594  -3.3011

***

Version Q
The following is a quantum chemistry calculation of 2 unconnected molecules or ions with the total composition C6H9N3O2, from OMol25.

For the orbital gap, the calculation gives 0.2983 Eh. Its lowest unoccupied orbital energy is 0.3 eV.

Positions of all 20 atoms, in Å:
C  -0.0822  3.1456  -0.3059
C  1.1259  2.8584  0.3236
C  0.0731  1.0236  -0.1198
C  -0.4826  -0.2890  -0.1046
C  2.2803  0.8975  1.1607
C  -2.0033  -2.5125  -0.7481
N  -0.7618  1.9977  -0.4846
N  1.2687  1.5622  0.4207
N  -1.4098  -3.3258  -0.0016
O  -2.8114  -2.6644  -1.7924
O  0.2927  -1.2654  0.3669
H  -0.4840  4.1418  -0.5650
H  1.9449  3.5619  0.4451
H  2.0997  1.0639  2.2972
H  2.3481  -0.0764  0.9939
H  3.2622  1.3485  0.7941
H  -1.8964  -1.4643  -0.4930
H  -2.9431  -3.6400  -2.0695
H  -1.5922  -4.2816  -0.1523
H  -0.2287  -2.0815  0.0343

***

Version R
The following is a quantum chemistry calculation of a single C6H9N3O2 molecule, from OMol25.

For the orbital gap, the calculation gives 0.3040 Eh. As for the SMILES: CC(C)c1nc[nH]c1[N+](=O)[O-]. Its lowest unoccupied orbital energy is -0.8 eV.

Positions of all 20 atoms, in Å:
C  2.0126  1.7331  -1.4024
C  0.4925  0.9072  -0.0734
C  0.1162  2.4421  -0.4578
C  0.4009  -1.4498  0.6662
C  -1.6902  -0.0499  0.0546
C  -0.3319  -0.0722  0.6228
N  1.6103  0.6622  -0.7222
N  1.2378  2.8062  -1.1862
N  -0.6511  3.3357  0.1666
O  -1.3416  2.9368  1.1133
O  -0.7624  4.5122  -0.2318
H  3.0854  1.7780  -1.7508
H  -0.1384  -2.3148  1.0388
H  1.2155  -1.4153  1.4257
H  0.6832  -1.6380  -0.3719
H  -1.9986  1.0284  0.0863
H  -2.2321  -0.5670  0.7674
H  -1.7735  -0.4334  -0.9599
H  -0.3176  0.4626  1.5801
H  1.2186  3.6333  -1.8182

***

Least stable of them? version P.